# 1
Molecular formula: C2H4N4
Method: DFT, ωB97M-V/def2-TZVPD

Properties
- frontier orbital gap (eV) = 10.9
- largest force on an atom (hartree/bohr) = 0.088
- relative energy (zero: lowest compared OMol25 entry of this formula, charge and spin) (kcal per mole) = 24.2
- net charge = +2
- LUMO level (eV) = -11.05

Last column: Löwdin charge in e.
Geometry (Å):
C  -1.046665  1.309811  -0.128574  0.226
H  0.723301  -1.374602  1.612183  0.148
H  -1.608609  2.105574  -0.797366  0.197
N  -2.406701  -0.561071  -0.057610  0.024
H  -0.182031  1.615260  0.325269  0.086
N  -3.115374  -1.398992  -0.119027  0.461
N  1.353497  -1.817239  -0.427956  0.367
C  0.847648  -1.503652  0.560317  0.256
N  -1.339214  0.097241  0.144256  0.045
H  1.524848  -2.014211  -1.415053  0.189

Forces on atoms 1 to 2 (eV/Å):
-3.548 1.351 -2.506
-0.519 0.276 0.613

# 2
Molecular formula: C3H6O
Method: DFT, ωB97M-V/def2-TZVPD

Properties
- frontier orbital gap (eV) = 9.8
- largest force on an atom (hartree/bohr) = 0.028
- relative energy (zero: lowest compared OMol25 entry of this formula, charge and spin) (kcal per mole) = 89.3
- SMILES string = C1=CC1.O
- LUMO level (eV) = 1.05

Last column: Löwdin charge in e.
Geometry (Å):
H  -1.936262  -0.801618  0.047920  0.080
C  -0.976329  -0.405407  0.371778  -0.157
H  1.291668  0.625454  0.424396  0.037
H  1.775618  -0.805374  0.724876  0.060
H  -0.977451  1.870276  -0.446757  0.087
O  1.880398  -0.086980  0.091195  -0.053
C  -0.549954  0.936661  -0.145578  -0.110
C  -0.061893  -0.116271  -0.754118  -0.143
H  -0.648569  -0.792244  1.345614  0.081
H  0.282023  -0.561335  -1.671021  0.117

Forces on atoms 1 to 2 (eV/Å):
-0.183 -0.158 0.337
-0.442 -0.364 0.151

# 3
Molecular formula: C10H30IO10
Method: DFT, ωB97M-V/def2-TZVPD

Properties
- frontier orbital gap (eV) = 6.6
- largest force on an atom (hartree/bohr) = 0.071
- relative energy (zero: lowest compared OMol25 entry of this formula, charge and spin) (kcal per mole) = 64.6
- net charge = -1
- LUMO level (eV) = 2.47

Last column: Löwdin charge in e.
Geometry (Å):
I  0.830381  -0.454725  -0.006028  -0.952
H  -4.216191  0.108347  0.118589  0.102
C  6.687120  -0.367710  -1.811383  -0.244
H  0.761560  1.645923  4.429784  0.092
H  -7.205593  -1.445214  1.111658  0.114
H  6.698141  -1.363548  -1.368325  0.116
H  -3.011631  -6.477067  -0.073999  0.110
O  -5.712396  -1.328042  2.484348  -0.078
H  5.254967  0.250462  0.244152  0.082
H  0.136940  4.977428  -4.547212  0.106
O  -5.099953  -0.230907  -0.040972  -0.041
C  1.481804  3.611789  -5.682916  -0.212
C  1.616970  2.600539  5.889977  -0.272
H  -2.170591  -4.846369  -2.536963  0.121
C  -6.686084  -0.657831  1.657773  -0.223
C  -2.413269  -5.654926  -0.466601  -0.233
C  -2.455965  -5.764484  -2.023404  -0.261
O  -0.689862  3.100386  -4.344394  -0.063
C  -5.963113  0.394709  0.832705  -0.293
H  0.649156  2.877742  7.669539  0.121
H  4.652872  -0.320383  -1.884535  0.075
H  7.474560  -0.282440  -2.560231  0.109
H  -1.485875  -5.770256  0.094420  0.116
H  2.298664  3.037294  7.842740  0.119
O  -3.158444  -4.531603  -0.006968  -0.082
H  -0.149326  2.542760  -3.780057  0.085
O  1.545797  1.090625  7.645367  -0.005
H  -1.725460  -6.561094  -2.164395  0.113
H  -4.304163  -5.433618  -2.391076  0.088
O  0.480726  2.159398  5.190764  -0.052
C  0.123324  4.025942  -5.078814  -0.243
O  5.423371  -0.207509  -2.445943  -0.079
H  1.819254  3.632966  5.604904  0.120
H  -5.424315  1.102542  1.462590  0.122
H  -2.622083  -3.786573  -0.287738  0.082
H  -5.154759  -1.881252  1.932445  0.077
C  6.935396  0.711727  -0.736056  -0.244
H  -0.510687  4.261396  -5.933615  0.109
H  1.733747  1.854964  -6.417432  0.075
H  6.472815  1.630085  -1.097622  0.114
C  1.571470  2.397112  7.343275  -0.351
H  1.315958  1.103231  8.577353  0.098
H  -6.632853  1.121992  0.373787  0.108
O  -3.684651  -6.151383  -2.541481  -0.058
O  1.217856  2.610051  -6.709493  -0.081
H  -7.453999  -0.188790  2.272907  0.110
H  2.246666  3.305843  -4.969133  0.115
H  2.368708  1.926021  5.480082  0.127
H  1.937881  4.441443  -6.223075  0.106
O  6.198823  0.330620  0.400072  -0.077
H  7.996335  0.852389  -0.529368  0.114

Forces on atoms 1 to 2 (eV/Å):
0.110 0.032 -0.069
0.149 -0.148 -0.204